DFT (ωB97M-V/def2-TZVPD) results for one molecule with the formula C16H22N2O3.

## Properties
Spin multiplicity: 1
Total energy in eV: -26072.54207
Net charge: 0
LUMO level in eV: 0.787
Energy relative to the best compared isomer or geometry (same formula, charge and spin) in kcal per mole: 26.5
HOMO level in eV: -9.1
F_max in Eh/bohr: 0.0145

Atoms and positions in Å:
C1 -0.28045 4.38238 -0.26343
H1 -1.29423 4.32709 0.12809
H2 0.25056 5.17347 0.25856
H3 -0.32832 4.63496 -1.31969
C2 0.43527 3.04975 -0.07014
N1 -0.23714 2.02539 -0.83641
C3 0.36947 1.11169 -1.59942
O1 1.56820 1.07702 -1.82458
C4 -0.67435 0.11579 -2.12962
O2 -1.85840 0.43423 -2.06790
N2 -0.27243 -1.06680 -2.61632
C5 1.06079 -1.62852 -2.58113
H4 1.78391 -0.87445 -2.27929
C6 1.06655 -2.81545 -1.60895
H5 2.03282 -3.32084 -1.62908
O3 0.10774 -3.78177 -1.97540
C7 -1.18769 -3.22857 -2.00586
H6 -1.85862 -4.03366 -2.30895
C8 -1.26757 -2.05637 -2.98954
H7 -2.25167 -1.58804 -2.95788
H8 -1.05164 -2.40778 -4.00295
H9 -1.47022 -2.87696 -1.00150
H10 0.86713 -2.45443 -0.58755
H11 1.30640 -1.98582 -3.58696
H12 -1.24690 1.95117 -0.77307
C9 0.47540 2.64098 1.40976
H13 0.85642 3.48138 1.99023
H14 -0.54719 2.44750 1.74322
C10 1.34740 1.38971 1.65578
C11 0.57369 0.28206 2.31502
C12 -0.29708 -0.51073 1.57592
C13 -1.02495 -1.51896 2.18086
C14 -0.89354 -1.75145 3.53948
C15 -0.03171 -0.96759 4.28619
C16 0.69415 0.04161 3.67730
H15 1.36651 0.64878 4.26682
H16 0.07694 -1.14297 5.34661
H17 -1.45955 -2.54040 4.01212
H18 -1.69836 -2.12593 1.59217
H19 -0.40459 -0.33496 0.51487
H20 1.73994 1.03302 0.70276
H21 2.20053 1.65412 2.28167
H22 1.45677 3.11033 -0.46182